Formula: C30H70N2O15
Source: the Open Molecules 2025 dataset
Level of theory: ωB97M-V with the def2-TZVPD basis set

Computed properties:
- E_LUMO: 0.12 eV
- Max |F|: 0.012 hartree/bohr
- Multiplicity: 1
- Frontier orbital gap: 9.01 eV
- HOMO: -8.890 eV

Structure (XYZ):
```
117
Properties=species:S:1:pos:R:3:forces:R:3:lowdin_charge:R:1
O -2.025 11.003 1.131 0.00 -0.08 0.01 -0.128
O 4.384 3.931 -0.639 0.17 0.03 0.13 -0.123
O -2.494 5.481 -1.550 0.09 0.10 0.07 -0.137
O 4.010 -7.755 1.460 -0.04 -0.06 -0.11 -0.128
O 0.577 6.842 -1.768 -0.17 0.03 0.11 -0.140
O -4.272 8.411 -0.363 0.03 0.07 0.05 -0.131
O -5.563 -6.469 -0.658 -0.06 -0.06 -0.02 -0.137
O 0.751 -2.668 -3.855 -0.17 0.04 -0.11 -0.133
O 2.464 0.025 1.329 -0.02 0.00 -0.06 -0.094
O -7.373 3.844 -0.104 0.10 0.00 -0.01 -0.126
O 1.184 -4.894 -1.473 0.09 -0.18 -0.07 -0.135
O 1.029 -6.069 2.706 0.20 -0.32 -0.07 0.105
O -2.635 -5.676 -4.239 0.02 -0.12 0.07 -0.131
O -2.370 -4.233 2.733 -0.09 -0.10 -0.03 -0.145
O 1.631 -4.179 3.755 0.13 0.19 -0.07 -0.049
N 2.663 1.502 4.410 -0.12 0.31 0.14 0.193
N 6.447 0.164 3.527 0.21 0.12 0.05 0.182
C 3.253 -8.950 1.337 -0.15 0.18 0.03 -0.164
C -3.107 -5.451 2.604 0.05 0.11 0.05 -0.134
C -0.482 -3.153 -4.384 0.27 0.04 0.00 -0.139
C 2.060 1.030 0.454 0.09 -0.01 0.04 -0.198
C 3.224 -0.962 3.754 0.02 -0.31 0.02 -0.240
C 1.790 2.257 1.040 0.01 0.18 -0.07 0.034
C 5.604 3.865 0.087 -0.15 -0.01 -0.03 -0.152
C -5.491 7.821 -0.805 0.19 -0.05 0.00 -0.144
C 1.506 1.924 -1.662 0.02 0.08 -0.01 -0.008
C 1.915 0.819 -0.916 -0.15 0.01 -0.07 -0.119
C 0.732 -5.010 3.164 -0.14 -0.08 -0.12 -0.326
C -2.764 -6.735 -3.292 -0.12 0.11 -0.14 -0.139
C 1.271 7.730 -0.888 -0.09 -0.06 -0.09 -0.136
C 1.094 4.671 0.916 -0.36 -0.23 -0.05 -0.031
C 1.931 -1.773 3.517 0.06 0.11 0.23 -0.101
C 1.384 3.342 0.273 -0.11 0.04 0.01 -0.283
C -6.144 3.911 0.612 -0.18 -0.01 -0.02 -0.166
C 3.851 -0.230 1.307 0.04 -0.31 -0.10 -0.125
C 1.204 -6.314 -1.353 -0.16 0.19 0.11 -0.145
C -1.983 10.044 2.181 -0.09 0.09 -0.24 -0.167
C 1.664 -1.742 -0.946 0.14 0.00 -0.34 -0.061
C 4.273 -0.964 2.611 0.15 0.59 -0.10 -0.205
C 5.497 -0.329 3.118 -0.13 -0.19 -0.02 -0.196
C -6.367 -7.625 -0.878 0.04 0.13 0.03 -0.159
C 2.156 -0.481 -1.656 0.15 -0.05 -0.03 -0.344
C 2.127 -3.141 2.873 -0.29 -0.07 0.29 -0.138
C 1.249 3.161 -1.099 0.00 -0.13 0.02 -0.040
C 3.621 -0.595 -2.136 -0.04 -0.06 0.44 -0.040
C -2.325 4.458 -2.528 0.03 0.06 0.08 -0.146
C 2.898 0.416 4.133 0.08 -0.25 -0.16 -0.182
H -3.271 -5.832 -4.942 0.01 0.04 -0.03 0.076
H 0.571 -6.640 -0.522 0.04 -0.10 -0.02 0.076
H -5.434 7.569 -1.866 -0.10 -0.04 0.00 0.080
H -5.380 4.241 -0.087 0.01 0.01 -0.01 0.068
H -1.235 -2.390 -4.204 0.01 0.02 0.02 0.083
H 3.170 -3.388 2.698 0.08 0.01 -0.14 0.122
H -1.627 5.656 -1.166 0.04 0.00 -0.03 0.043
H 1.586 -3.183 1.928 0.11 -0.07 -0.14 0.121
H 5.844 2.840 0.384 0.04 0.00 0.01 0.067
H 1.984 5.293 0.992 0.07 0.03 0.05 0.078
H 0.602 8.126 -0.120 0.05 0.03 0.03 0.077
H 0.353 5.204 0.324 0.07 0.16 -0.04 0.057
H -2.532 -7.703 -3.743 0.02 -0.02 0.04 0.079
H -3.580 7.758 -0.504 0.03 -0.06 -0.05 0.053
H 3.725 -1.398 4.623 0.08 -0.03 -0.02 0.160
H -2.697 10.713 0.505 -0.03 0.01 -0.01 0.061
H 0.282 -4.611 -1.653 0.02 0.05 -0.01 0.066
H 1.723 8.559 -1.435 0.00 0.00 0.00 0.081
H -3.822 -5.569 3.422 0.01 -0.03 -0.01 0.080
H -5.696 -8.480 -0.907 0.01 -0.01 0.00 0.077
H 2.139 -1.923 0.014 -0.10 0.10 0.13 0.056
H -0.799 -4.079 -3.903 -0.05 -0.03 -0.02 0.047
H 3.376 -7.030 1.479 0.04 0.05 0.15 0.051
H 1.226 -1.172 2.954 0.00 -0.01 -0.14 0.116
H 6.392 4.228 -0.570 0.01 0.00 -0.01 0.077
H -1.944 3.538 -2.077 -0.02 -0.02 -0.02 0.075
H -5.717 6.920 -0.230 -0.09 -0.01 -0.05 0.065
H 2.231 -6.603 -1.143 0.02 0.00 -0.02 0.074
H -2.987 -3.498 2.698 0.00 0.03 0.00 0.078
H -0.117 7.347 -2.203 0.03 0.00 -0.08 0.076
H 4.565 -1.981 2.363 -0.22 -0.15 0.11 0.137
H -6.145 -5.705 -0.633 0.04 0.02 -0.01 0.073
H 2.673 -8.949 0.409 -0.03 -0.11 0.01 0.067
H 1.901 2.363 2.111 0.03 -0.08 0.08 0.106
H -3.634 -5.504 1.651 -0.04 -0.01 -0.06 0.069
H 2.057 7.152 -0.413 0.04 0.00 0.00 0.067
H 0.580 -1.700 -0.852 -0.04 -0.02 0.33 0.095
H -6.903 -7.567 -1.829 -0.01 -0.03 -0.01 0.075
H -0.298 -4.638 3.157 -0.05 0.19 0.05 0.121
H -5.859 2.932 1.008 0.05 0.02 0.02 0.075
H 1.881 -2.599 -1.576 0.00 -0.06 -0.04 0.044
H 0.879 -6.804 -2.275 0.02 -0.02 0.01 0.076
H 2.571 -9.069 2.183 -0.03 -0.07 -0.03 0.076
H -1.642 4.773 -3.320 -0.01 -0.01 -0.03 0.078
H -2.948 9.976 2.689 0.04 -0.07 0.07 0.077
H -1.227 10.371 2.890 0.01 0.01 0.01 0.076
H 0.937 3.986 -1.727 0.03 0.08 -0.01 0.108
H 4.302 -0.064 -1.472 0.05 0.10 -0.09 0.065
H -2.387 -6.264 2.647 0.02 0.00 0.01 0.079
H -6.205 4.630 1.433 0.08 -0.01 0.02 0.075
H 3.935 -1.638 -2.134 0.01 -0.07 -0.21 0.078
H 3.937 -9.796 1.318 0.10 0.06 0.00 0.076
H -2.053 -6.542 -2.492 0.02 0.01 0.01 0.069
H -3.769 -6.757 -2.865 0.03 -0.05 0.09 0.065
H -7.087 -7.773 -0.070 0.00 -0.03 0.00 0.076
H 4.099 -0.872 0.459 0.04 -0.01 0.00 0.114
H -0.405 -3.325 -5.461 -0.09 -0.02 -0.01 0.080
H 3.679 3.611 -0.063 -0.06 -0.06 -0.12 0.031
H 3.738 -0.181 -3.134 0.08 0.02 -0.06 0.079
H 1.395 1.798 -2.732 -0.04 -0.01 -0.06 0.120
H -6.288 8.545 -0.654 0.03 0.05 0.02 0.078
H 0.672 4.521 1.908 0.12 0.08 0.12 0.086
H 1.555 -0.420 -2.562 -0.09 0.00 -0.02 0.114
H -1.709 9.058 1.796 0.00 -0.05 0.11 0.065
H -3.303 4.261 -2.961 -0.02 0.00 -0.01 0.078
H -8.059 3.556 0.503 -0.03 0.01 -0.01 0.070
H 4.416 0.696 1.186 -0.07 0.14 0.11 0.132
H 1.490 -1.950 4.497 -0.03 0.02 0.04 0.130
H 5.578 4.494 0.981 0.04 0.00 0.01 0.078
H 1.424 -3.335 -4.014 0.02 -0.03 0.09 0.077
```
Forces are in eV/Å.